Entry 1:
# H19O9

A cluster of 9 separate species, H19O9 in total (the ωB97M-V functional and the def2-TZVPD basis, the OMol25 dataset).

## Properties
energy = -18730.1045 eV
HOMO level = -14.44 eV
lowest unoccupied orbital energy = -2.872 eV
charge = +1
energy above the lowest of the compared OMol25 structures with the same formula, charge and spin = 152.5 kJ/mol
2S+1 = 1

Last column: Löwdin charge in e.
Cartesian coordinates (Å):
O 0.04818 -1.09235 -0.45786  -0.04
H -0.14767 -2.01590 -0.25153  0.07
H -2.14147 0.82614 1.58333  0.06
O 3.51663 -2.30409 0.50737  -0.05
H 3.73474 -2.65398 1.37563  0.04
O -0.41853 1.39295 -1.50314  0.14
H 0.42612 -0.55273 2.41818  0.06
H 0.29429 1.38715 -0.65465  0.08
O -0.41987 -0.23408 2.08793  -0.05
H 1.01445 -1.13468 -0.48375  0.06
H 4.14563 -2.68751 -0.09613  0.04
O -3.63393 0.03517 -1.34028  -0.06
H 3.58912 1.16054 2.42234  0.06
H -3.01909 0.41844 -0.68856  -0.02
O 3.18103 0.31711 2.20505  -0.04
H 3.79528 -0.33424 2.55473  0.05
H -4.50006 0.13712 -0.93136  0.05
O 1.12173 1.57093 0.42485  0.03
H -1.22866 1.43092 -0.98138  0.07
H 1.90582 1.02974 0.60502  0.07
O -1.22826 -0.69445 -2.92205  -0.03
H -0.86940 -0.90513 1.57940  0.04
H 0.48571 1.21597 1.08602  0.06
O -2.26053 1.28881 0.74246  -0.04
H -1.92302 -0.37994 -3.49247  0.07
H -1.47013 -1.58111 -2.64543  0.07
H -0.52814 0.67578 -2.20758  0.11
H -3.07762 1.78836 0.86563  0.09

Forces on the atoms, in the same order (eV/Å):
O 0.40 -0.85 0.06
H -0.22 -0.02 -0.17
H 0.35 0.04 -0.02
O -0.57 0.37 0.31
H 0.06 -0.17 -0.08
O 0.21 0.65 0.18
H -0.15 -0.40 0.00
H 0.78 -0.32 -1.06
O -0.11 1.07 0.73
H 0.09 0.18 -0.05
H 0.39 -0.26 -0.29
O 0.21 0.16 0.13
H 0.00 0.14 0.10
H -0.40 -0.43 -0.15
O -0.24 0.17 -0.06
H 0.02 -0.11 -0.15
H -0.06 -0.06 -0.15
O -0.82 -0.27 0.36
H -0.77 -0.03 -0.04
H 0.30 -0.03 -0.20
O 0.65 0.43 -0.18
H 0.45 -0.45 -0.23
H 0.12 0.11 0.10
O -0.31 0.22 0.11
H -0.61 -0.03 -0.36
H -0.04 0.07 0.16
H 0.15 -0.39 0.99
H 0.09 0.22 -0.05

Entry 2:
# C5H7NO

A cluster of 3 separate species, C5H7NO in total (the ωB97M-V functional and the def2-TZVPD basis, the OMol25 dataset).

## Properties
energy = -8832.3001 eV
HOMO level = -9.78 eV
lowest unoccupied orbital energy = -0.274 eV
charge = 0
energy above the lowest of the compared OMol25 structures with the same formula, charge and spin = 376.6 kJ/mol
2S+1 = 1

Last column: Löwdin charge in e.
Cartesian coordinates (Å):
C 0.49926 1.90070 -0.21980  -0.04
C 0.25449 0.43823 -0.01862  -0.29
C 0.88411 -0.61400 -0.69800  -0.14
N 0.38202 -1.83159 -0.41676  0.04
C -0.25402 -1.58724 0.88817  -0.51
O -0.30987 -2.35495 1.79679  0.15
C -0.76178 -0.17303 0.73454  -0.04
H 1.33324 2.06217 -0.90964  0.08
H 0.73796 2.40174 0.72394  0.08
H -0.38479 2.39389 -0.63892  0.09
H 1.60230 -0.49658 -1.50581  0.12
H -1.02926 -1.58076 -0.83146  0.17
H -1.40704 0.31231 1.45852  0.13
H -1.54663 -0.87089 -0.36294  0.16

Forces on the atoms, in the same order (eV/Å):
C 0.03 0.07 -0.01
C -0.11 -0.15 -0.01
C 0.00 0.06 -0.07
N -0.01 0.12 -0.01
C -0.25 -0.29 0.33
O 0.03 0.40 -0.47
C 0.18 0.09 0.08
H -0.12 -0.03 0.10
H -0.03 -0.08 -0.13
H 0.10 -0.08 0.05
H -0.10 -0.01 0.11
H 0.14 0.01 0.11
H 0.08 -0.06 -0.07
H 0.06 -0.04 -0.01

Entry 3:
# C9H7F3N4O2PdS

A structure of composition C9H7F3N4O2PdS (the ωB97M-V functional and the def2-TZVPD basis, the OMol25 dataset).

## Properties
energy = -41970.4665 eV
HOMO level = 1.20 eV
lowest unoccupied orbital energy = 5.541 eV
charge = -2
2S+1 = 1

Last column: Löwdin charge in e.
Cartesian coordinates (Å):
Pd 1.06527 -0.12243 -0.19956  0.65
N 4.37325 2.81662 -0.45284  -0.03
C 3.19218 2.02902 -0.34201  -0.95
S 3.39715 0.29535 -0.52577  0.42
N 2.08017 2.62685 -0.15094  -0.07
N 0.99377 1.83921 0.08932  -0.25
C -0.23838 2.38108 -0.22347  -0.20
C -1.31827 1.55007 -0.29523  -0.33
C -2.69826 1.96375 -0.29972  -0.11
C -3.69836 1.04820 -0.33350  -0.17
C -3.37683 -0.34475 -0.32530  -0.16
C -2.04444 -0.69710 -0.31665  -0.20
N -1.03276 0.16422 -0.37143  -0.05
H 5.16979 2.27703 -0.14351  0.02
H 4.27292 3.66402 0.09119  0.04
H -0.29749 3.44814 -0.40757  0.08
H -2.91606 3.02646 -0.25667  0.08
H -4.73871 1.36109 -0.34628  0.07
H -4.15156 -1.09937 -0.36765  0.05
H -1.77286 -1.74998 -0.31654  0.09
F -0.93042 -4.58312 0.72457  0.10
C 0.40685 -4.35968 0.82003  -0.52
F 0.79479 -4.94897 1.97527  0.10
F 0.97285 -5.08843 -0.17254  0.10
C 0.76022 -2.81331 0.74569  -0.66
O 0.75200 -2.24511 1.83050  0.01
O 0.98321 -2.43886 -0.42940  -0.10

Forces on the atoms, in the same order (eV/Å):
Pd -0.12 0.40 -0.52
N 0.00 0.11 -0.07
C -0.10 -0.27 -0.08
S -0.50 -0.01 0.13
N 0.21 0.47 -0.14
N 0.14 -0.99 0.18
C -0.28 0.08 -0.18
C 0.36 0.08 -0.07
C -0.29 0.01 -0.08
C 0.18 0.11 -0.01
C -0.04 -0.15 0.00
C -0.29 -0.17 -0.05
N 0.55 0.07 0.19
H 0.01 0.01 0.05
H 0.03 -0.03 0.05
H 0.00 0.01 0.15
H 0.01 0.00 0.00
H 0.02 0.07 0.02
H 0.06 -0.05 0.03
H 0.11 0.05 0.01
F 0.07 0.12 0.01
C 0.12 -0.01 -0.15
F -0.01 0.11 -0.08
F -0.05 0.04 0.11
C -0.01 -0.91 0.19
O -0.06 -0.02 -0.16
O -0.12 0.87 0.48

Entry 4:
# C26H28F3GaN3O3P2S

A structure of composition C26H28F3GaN3O3P2S (the ωB97M-V functional and the def2-TZVPD basis, the OMol25 dataset).

## Properties
energy = -127952.7509 eV
HOMO level = -16.17 eV
lowest unoccupied orbital energy = -8.164 eV
charge = +3
energy above the lowest of the compared OMol25 structures with the same formula, charge and spin = 0.0 kJ/mol
2S+1 = 1

Last column: Löwdin charge in e.
Cartesian coordinates (Å):
Ga 0.50288 0.19392 0.90606  0.29
F 3.79814 -3.22930 2.69790  0.18
C 4.53156 -2.31827 2.07856  -0.60
F 4.69315 -1.28281 2.96971  0.10
F 5.72338 -2.80880 1.83024  0.21
C 3.85338 -1.78481 0.83725  -0.08
C 4.46197 -1.80241 -0.40828  0.08
C 3.83335 -1.21378 -1.49927  0.02
C 2.62563 -0.57947 -1.30514  -0.04
N 2.03834 -0.57445 -0.09743  0.00
C 2.60363 -1.20098 0.95443  -0.57
S 1.57753 -1.14131 2.39446  0.87
H 5.43063 -2.27308 -0.52471  0.15
H 4.28927 -1.22817 -2.47861  0.14
H 2.10158 -0.06414 -2.10051  0.12
O -1.12866 0.15766 0.19388  -0.28
P -1.92386 -0.45389 -1.02825  0.94
C -1.62191 -2.20903 -1.10905  -0.29
C -1.88527 -2.90616 -2.28946  -0.07
C -1.73992 -4.28375 -2.32516  -0.03
C -1.33430 -4.96977 -1.18770  -0.03
C -1.08446 -4.28210 -0.00696  -0.05
C -1.23723 -2.90547 0.03796  -0.08
C -3.63308 -0.09425 -0.73999  -0.29
C -4.53879 -0.25342 -1.79185  -0.07
C -5.89354 -0.09482 -1.55585  -0.04
C -6.34286 0.21171 -0.27724  -0.03
C -5.44218 0.36326 0.76994  -0.05
C -4.08526 0.20630 0.54475  -0.06
C -1.34708 0.31283 -2.52237  -0.29
C -0.23822 -0.21732 -3.19480  -0.10
C 0.26180 0.42870 -4.31312  -0.06
C -0.33838 1.60044 -4.76317  -0.03
C -1.43366 2.13289 -4.09541  -0.04
C -1.93823 1.49498 -2.97287  -0.05
H -2.20312 -2.38005 -3.18196  0.12
H -1.94580 -4.82279 -3.23997  0.12
H -1.22634 -6.04604 -1.21743  0.12
H -0.78991 -4.82250 0.88323  0.12
H -1.07724 -2.39304 0.97570  0.09
H -4.19345 -0.49559 -2.79074  0.12
H -6.59917 -0.21116 -2.36706  0.12
H -7.40262 0.33240 -0.09586  0.12
H -5.80188 0.59906 1.76228  0.12
H -3.38286 0.32181 1.35964  0.10
H 0.19867 -1.15536 -2.87069  0.10
H 1.09744 0.00625 -4.85619  0.12
H 0.04100 2.09250 -5.64942  0.12
H -1.90380 3.03597 -4.46054  0.12
H -2.80367 1.90166 -2.46342  0.12
N 3.33476 1.16995 4.13652  0.15
C 3.26111 2.06376 2.93588  -0.15
P 1.49094 2.55429 2.70218  0.52
O 0.82889 2.29693 4.00690  -0.29
O 0.94790 1.96953 1.39220  -0.27
C 1.40592 4.38765 2.46460  -0.13
N 0.34006 4.88190 3.41142  0.17
H 4.25435 1.18609 4.58143  0.18
H 3.12390 0.19924 3.85729  0.07
H 2.60345 1.44117 4.80499  0.15
H 3.66638 1.53418 2.07484  0.11
H 3.88124 2.94068 3.11691  0.12
H 1.13816 4.65108 1.44477  0.12
H 2.34209 4.87933 2.72065  0.12
H -0.56149 5.00018 2.94494  0.18
H 0.58177 5.77985 3.83615  0.18
H 0.21402 4.17014 4.15283  0.14

Forces on the atoms, in the same order (eV/Å):
Ga 0.11 0.04 -0.02
F -0.16 -0.18 0.06
C -0.04 0.11 0.03
F -0.01 0.09 -0.05
F 0.22 -0.06 -0.12
C 0.08 -0.05 0.10
C 0.09 -0.06 0.05
C -0.09 0.05 -0.05
C 0.09 0.03 -0.07
N 0.01 0.02 -0.15
C -0.01 0.01 0.13
S -0.04 0.02 0.02
H 0.00 0.01 0.02
H 0.00 0.01 0.01
H 0.06 0.01 0.06
O -0.22 -0.05 0.05
P 0.03 0.01 0.01
C 0.05 0.04 0.14
C -0.01 0.02 -0.09
C -0.01 0.02 0.00
C -0.01 0.01 0.03
C 0.00 -0.03 0.00
C 0.05 -0.07 -0.06
C -0.01 -0.04 0.02
C 0.00 -0.01 -0.02
C 0.00 0.00 0.00
C 0.02 0.01 0.02
C -0.06 0.00 -0.02
C 0.03 0.04 0.00
C 0.08 0.01 -0.07
C -0.13 0.00 -0.04
C -0.02 0.00 0.00
C 0.00 0.02 0.00
C 0.04 -0.01 -0.02
C -0.03 0.00 0.00
H 0.01 -0.01 0.00
H 0.00 0.01 0.00
H 0.00 0.01 0.00
H -0.01 0.01 -0.01
H -0.01 0.09 0.11
H -0.01 0.00 0.01
H 0.01 0.00 0.01
H 0.01 0.00 0.00
H 0.00 -0.01 -0.01
H -0.01 -0.02 0.00
H -0.05 -0.01 -0.02
H -0.01 0.00 -0.01
H 0.00 -0.01 0.01
H 0.00 -0.01 0.01
H 0.02 0.00 0.00
N -0.01 -0.13 -0.17
C 0.01 0.00 -0.12
P 0.05 0.11 -0.03
O -0.04 -0.07 0.00
O -0.02 -0.14 -0.01
C -0.05 -0.02 0.01
N 0.03 0.09 -0.07
H 0.02 0.01 0.04
H 0.01 0.00 0.00
H -0.06 0.07 0.14
H -0.01 0.00 0.03
H 0.00 0.00 0.04
H 0.00 0.03 0.00
H 0.01 -0.01 0.01
H -0.01 0.00 -0.01
H 0.00 0.02 0.00
H 0.00 -0.07 0.07

Entry 5:
# C41H41NOP2Tc

A structure of composition C41H41NOP2Tc (the ωB97M-V functional and the def2-TZVPD basis, the OMol25 dataset).

## Properties
energy = -67456.4939 eV
HOMO level (spin up / spin down) = -18.91 / -18.92 eV
lowest unoccupied orbital energy (spin up / spin down) = -14.083 / -14.202 eV
charge = +4
energy above the lowest of the compared OMol25 structures with the same formula, charge and spin = 109.5 kJ/mol
2S+1 = 4

Last column: Mulliken spin population.
Cartesian coordinates (Å):
Tc 0.80237 -0.47078 -0.34452  2.89
C -0.43779 -3.47146 -2.25219  0.01
C 0.75822 -2.78587 -1.66816  0.05
C 1.34818 -3.26628 -0.47363  -0.03
C 2.47795 -2.68397 0.10448  0.04
C 3.07293 -1.57929 -0.50929  0.00
C 2.51868 -1.08861 -1.70555  -0.05
C 1.37375 -1.69550 -2.29354  0.04
H -1.20298 -3.64826 -1.49410  0.00
H -0.13754 -4.45087 -2.63516  0.01
H -0.86570 -2.90603 -3.07743  0.00
H 0.89718 -4.12894 0.00682  0.00
H 2.89568 -3.09255 1.01644  0.00
H 3.95388 -1.11202 -0.08385  0.02
H 2.99357 -0.27206 -2.23748  0.01
H 0.99799 -1.31548 -3.23681  0.00
N 1.82972 2.28982 -0.91200  0.03
P 1.57938 1.59609 0.60325  -0.11
C 0.47102 2.51360 1.66377  -0.04
C 0.84502 3.81130 2.02132  -0.01
C 0.01364 4.56103 2.83384  0.00
C -1.17967 4.01804 3.30100  0.00
C -1.54970 2.72604 2.95499  0.00
C -0.72853 1.97254 2.13074  0.03
C 3.15577 1.62635 1.43925  0.00
C 4.33860 1.96650 0.77198  -0.01
C 5.51129 2.08971 1.49609  0.00
C 5.51586 1.85250 2.86127  0.00
C 4.34704 1.48038 3.52470  0.00
C 3.16936 1.36700 2.81157  -0.01
P 0.73031 1.46731 -1.91139  0.03
C -0.83605 2.29003 -2.00994  -0.12
C -1.90238 1.88316 -1.21280  0.08
C -3.10394 2.56754 -1.25532  0.00
C -3.23550 3.66608 -2.09712  0.00
C -2.17304 4.07775 -2.89709  0.00
C -0.97304 3.38938 -2.86701  -0.02
C 1.44755 1.38938 -3.52858  -0.01
C 0.62126 1.01340 -4.60023  -0.01
C 1.14672 0.95573 -5.87845  0.00
C 2.48413 1.27840 -6.09626  -0.01
C 3.30400 1.65598 -5.03676  0.00
C 2.79445 1.70368 -3.75016  0.00
H 2.05006 3.27369 -1.05638  0.00
H 1.77642 4.24285 1.67235  0.00
H 0.29479 5.56750 3.11220  0.00
H -1.82205 4.60756 3.94176  0.00
H -2.47685 2.31336 3.33000  0.00
H -1.01459 0.96301 1.86540  0.01
H 4.34030 2.16248 -0.29384  0.00
H 6.43517 2.37737 1.01384  0.00
H 6.44527 1.96391 3.40318  0.00
H 4.36480 1.29813 4.59015  0.00
H 2.24449 1.10872 3.31631  0.00
H -1.78792 1.03030 -0.55693  0.01
H -3.93752 2.25330 -0.64142  0.00
H -4.17352 4.20414 -2.13621  0.00
H -2.28744 4.93123 -3.55155  0.00
H -0.15925 3.70299 -3.51001  0.00
H -0.43281 0.80728 -4.44586  0.00
H 0.51194 0.68053 -6.70996  0.00
H 2.88674 1.24676 -7.10040  0.00
H 4.33620 1.92373 -5.21762  0.00
H 3.43737 2.00988 -2.93311  0.00
C -5.71962 -5.05976 2.13200  0.00
C -4.48116 -4.23394 2.09828  0.02
C -4.27963 -3.26467 1.11036  0.01
C -3.11591 -2.46828 1.06432  -0.01
C -3.00549 -1.41333 0.02536  -0.01
C -2.09028 -2.67627 2.03597  0.03
C -0.80788 -2.08072 2.00830  -0.05
O -0.26515 -1.26819 1.17748  0.12
C -2.30942 -3.62584 3.09716  0.01
C -1.34708 -3.84905 4.21766  0.00
C -3.50419 -4.38810 3.08918  0.01
H -6.33025 -4.93043 1.24266  0.00
H -6.31310 -4.77654 3.00730  0.00
H -5.47004 -6.11542 2.25447  0.00
H -5.05622 -3.10747 0.37144  0.00
H -3.95326 -1.27626 -0.49198  0.00
H -2.25118 -1.67353 -0.72966  0.02
H -2.71699 -0.46614 0.48517  0.00
H -0.11795 -2.37140 2.80566  0.02
H -0.42359 -4.32117 3.86816  0.00
H -1.78208 -4.51670 4.95725  0.00
H -1.08804 -2.91717 4.72481  0.00
H -3.67272 -5.10915 3.88012  0.00

Forces on the atoms, in the same order (eV/Å):
Tc -0.79 -1.85 0.99
C 0.03 0.05 0.03
C -0.13 -0.20 -0.03
C -0.14 0.02 0.06
C 0.02 0.04 0.00
C 0.12 0.03 0.02
C 0.17 0.37 -0.49
C 0.23 0.07 -0.07
H 0.02 -0.03 -0.01
H 0.02 0.00 -0.01
H -0.01 -0.01 0.00
H -0.03 0.04 0.04
H -0.02 0.01 0.02
H -0.03 0.03 0.00
H 0.12 -0.11 0.01
H 0.04 0.00 -0.02
N -0.42 -0.41 -0.19
P 1.09 1.47 0.94
C -0.50 -0.55 -0.21
C 0.22 0.16 -0.10
C -0.06 -0.03 0.00
C 0.02 0.03 0.01
C 0.00 -0.05 -0.04
C -0.06 0.00 -0.02
C -0.11 -0.32 -0.44
C 0.04 -0.06 -0.23
C 0.04 0.04 -0.21
C -0.07 -0.08 0.23
C 0.13 0.03 -0.05
C -0.22 -0.09 0.32
P 0.08 1.09 -0.26
C -0.03 -0.31 -0.02
C -0.11 0.01 0.11
C 0.01 -0.02 0.02
C 0.02 0.00 -0.01
C 0.01 -0.02 0.04
C 0.08 0.06 -0.17
C -0.12 -0.19 0.09
C -0.07 0.00 -0.06
C -0.01 0.02 0.00
C -0.01 0.00 0.01
C -0.01 0.03 0.03
C 0.12 -0.02 0.01
H 0.05 0.02 0.06
H 0.04 -0.01 0.04
H 0.03 0.00 -0.02
H 0.01 0.01 0.01
H 0.02 -0.02 -0.01
H -0.04 -0.02 0.02
H 0.01 0.00 0.02
H -0.05 0.04 -0.12
H -0.03 -0.03 0.11
H -0.04 0.00 0.01
H 0.06 0.04 0.10
H -0.04 -0.08 0.08
H 0.01 0.00 0.00
H 0.00 0.00 0.00
H 0.02 0.00 0.00
H 0.00 0.00 0.01
H 0.02 -0.01 0.02
H 0.00 0.00 -0.01
H 0.00 -0.01 0.00
H 0.00 0.00 -0.01
H 0.00 0.00 0.00
C 0.11 0.09 -0.02
C 0.06 -0.23 0.32
C 1.52 1.41 -0.42
C -1.90 -1.17 -0.14
C 0.11 0.23 -0.26
C 1.23 0.44 -0.02
C -0.95 -1.00 0.87
O 0.11 1.24 -1.42
C -1.75 -1.30 0.24
C 0.22 -0.03 0.10
C 1.57 0.95 0.07
H 0.00 0.00 0.00
H 0.00 -0.02 0.00
H -0.01 0.00 0.02
H 0.06 0.05 -0.02
H 0.04 0.01 -0.01
H -0.02 0.08 0.01
H -0.05 0.01 -0.04
H -0.18 0.00 0.02
H -0.03 0.01 0.05
H 0.02 0.03 -0.01
H -0.01 -0.05 0.01
H 0.07 0.04 0.00

| no. | maximum force (eV/Å) |
| --- | --- |
| 1 | 1.4 |
| 2 | 0.6 |
| 3 | 1.0 |
| 4 | 0.3 |
| 5 | 2.2 |